A cluster of 2 separate species, C5H8N3OS in total at a distorted geometry. Source: OMol25; level of theory: ωB97M-V/def2-TZVPD.

Multiplicity: 1
Orbital gap (Ha): 0.3305
Charge: +1
LUMO energy (hartree): -0.153

Element x y z (Å)
1 C -1.84 -0.84 -0.78
2 C -2.93 -0.20 -0.39
3 C 0.66 2.21 -0.80
4 C -1.04 0.30 1.02
5 C 0.52 -1.28 -0.12
6 N 2.13 2.38 1.18
7 N 1.30 2.00 0.38
8 N -0.79 -0.58 0.09
9 O -0.52 2.18 -1.10
10 S -2.66 0.79 0.99
11 H -1.81 -1.53 -1.73
12 H -3.86 -0.22 -0.91
13 H 1.52 1.84 -1.40
14 H -0.40 0.55 1.77
15 H 0.58 -1.51 -1.16
16 H 1.44 -0.75 0.01
17 H 0.54 -2.00 0.64
18 H 2.25 3.38 1.20